109
Properties=species:S:1:pos:R:3:forces:R:3 method="wB97M-V/def2-TZVPD" total_charge=0 total_energy_ha=-6190.596033
C -2.9408 3.8225 0.8494 6.33 0.67 2.48
C -1.6934 3.7038 1.2895 -5.60 -0.24 -3.03
C -0.1524 3.3320 1.4659 -0.70 0.87 0.98
C 0.3083 1.9240 0.7519 -1.36 0.69 1.08
C -0.2787 2.0600 -0.7383 0.02 -0.39 -1.93
C 0.1060 3.4385 -1.5179 0.27 -0.61 -0.07
C 0.3160 3.1473 -3.1171 0.23 1.13 1.22
Br -1.3358 2.2686 -3.8842 1.06 0.46 0.45
C -0.3004 0.6187 1.5514 0.36 -0.46 2.02
C -1.0718 0.9087 2.9666 -3.56 1.58 0.64
C -2.4897 1.0927 3.1071 3.12 -0.54 -0.92
C -1.1274 -0.5110 0.7618 0.01 0.07 -0.25
Cl -1.4783 -1.8920 1.9890 -0.26 1.15 -0.50
C -0.3731 -1.2452 -0.4568 -0.51 -0.37 -1.14
C -0.1061 -2.8269 -0.2995 0.96 -0.36 -1.15
O 0.8550 -0.1335 2.0197 0.69 0.17 -0.34
C 2.2431 0.3949 1.9207 -4.07 -0.32 -1.81
C 2.9644 -0.9013 1.2572 1.64 -0.74 1.07
C 4.4994 -0.7320 0.8325 0.45 0.10 -1.55
C 5.3173 -2.1339 0.6434 0.48 0.93 -0.33
P 2.7023 0.5532 3.7306 1.58 -1.15 4.07
O 2.6432 2.0876 4.4575 -0.42 -1.79 -0.59
O 1.5659 -0.4223 4.6312 0.71 3.05 -0.88
S 4.4506 -0.2132 4.2386 -0.86 0.43 -0.67
C 1.9344 1.7015 0.9551 0.44 0.74 0.71
C 2.8087 3.0107 1.3994 -0.66 0.66 0.00
N 4.2387 2.6714 1.7237 -0.55 0.87 -1.15
O 2.2829 1.1098 -0.3413 3.30 2.96 -2.99
C 3.0671 1.9120 -1.1753 1.71 2.19 -1.51
N 3.7534 2.6483 -1.8834 -4.17 -4.62 4.19
H -3.9667 4.2920 0.5824 2.39 -1.30 0.69
H 0.0943 3.3419 2.6074 -0.62 -0.24 -2.01
H 0.4336 4.2526 1.0507 -1.03 -1.83 0.47
H -1.4437 1.9857 -0.7818 2.17 0.10 0.69
H 0.0478 1.2174 -1.4784 -0.37 1.29 1.75
H -0.7037 4.2310 -1.3307 1.21 -1.19 -0.45
H 1.0995 3.8445 -1.0838 -1.44 -0.56 -0.96
H 0.3912 4.1603 -3.6675 0.05 -1.89 0.80
H 1.2326 2.4683 -3.2941 -1.70 1.13 0.15
H -0.4575 1.0394 3.9476 -0.86 -0.62 -2.19
H -3.0941 1.1654 2.1268 0.76 -0.34 1.94
H -3.0376 1.1301 4.1324 1.23 0.19 -2.03
H -2.1501 -0.0857 0.4612 1.55 -0.84 0.33
H -1.0653 -1.1296 -1.3894 1.33 -0.09 1.75
H 0.6319 -0.7730 -0.7517 -1.55 -0.44 0.79
H 0.4676 -3.1425 -1.2708 -0.98 0.61 1.55
H 0.6239 -3.1060 0.5622 -1.63 0.57 -1.32
H -1.0652 -3.4742 -0.3047 1.59 1.26 0.37
H 2.9384 -1.7217 2.0897 -0.10 1.57 -1.33
H 2.3973 -1.3533 0.3662 0.49 1.24 1.47
H 5.1339 -0.0254 1.4751 -1.33 -1.21 -0.56
H 4.4967 -0.2605 -0.2391 0.05 -0.67 1.86
H 6.4361 -1.8677 0.8127 -1.89 -0.66 -0.22
H 5.2425 -2.4785 -0.4659 -0.07 0.32 2.10
H 5.0147 -2.9556 1.3835 0.36 1.25 -1.16
H 3.2793 2.0227 5.2284 -0.67 -0.07 -1.27
H 1.0933 0.1664 5.2882 0.68 -0.87 -1.06
H 2.3897 3.5002 2.3748 0.36 -1.36 -1.70
H 2.7098 3.8864 0.6282 0.10 -1.81 0.89
H 4.6500 2.0092 1.0463 -0.42 0.52 0.29
H 4.7531 3.5717 1.5779 -0.35 -1.18 0.38
O -3.5647 -1.1497 -1.7051 0.76 -0.11 -0.71
C -3.3079 -1.5413 -2.8190 -0.69 0.49 0.85
O -2.1285 -1.3028 -3.4583 -0.24 -0.02 0.51
C -2.2035 -1.8116 -4.7934 0.31 -0.03 -0.56
C -3.2932 -2.8558 -4.7600 -0.20 -0.48 -0.42
C -4.2381 -2.3107 -3.7132 0.03 -0.38 -0.17
H -2.4406 -0.9842 -5.4693 0.03 -0.01 0.07
H -1.2390 -2.2367 -5.0796 0.00 0.24 0.18
H -3.7630 -3.0191 -5.7320 0.11 0.04 0.06
H -2.8808 -3.8113 -4.4199 -0.06 0.13 -0.07
H -4.9696 -1.6225 -4.1442 -0.01 0.00 0.14
H -4.7362 -3.1108 -3.1667 -0.12 0.41 0.01
O -5.8468 0.6143 5.4881 0.67 -0.78 0.31
C -5.3386 -0.4737 5.3649 -0.47 1.19 -0.16
O -4.3123 -0.9289 6.1362 -0.41 0.40 -0.05
C -3.8849 -2.2050 5.6494 0.51 -0.44 0.05
C -5.0616 -2.7513 4.8780 -0.20 -0.66 -0.26
C -5.7019 -1.4974 4.3259 -0.16 -0.50 0.05
H -3.0041 -2.0594 5.0162 -0.05 0.02 0.02
H -3.6141 -2.8474 6.4901 0.03 0.29 0.03
H -4.7754 -3.4723 4.1096 0.06 0.07 0.11
H -5.7570 -3.2472 5.5638 0.10 0.03 -0.07
H -5.2642 -1.2044 3.3682 -0.10 0.08 0.03
H -6.7838 -1.6032 4.2397 0.13 0.33 -0.16
O 5.8921 6.9113 -0.1212 0.66 -0.21 -0.77
C 6.1568 6.5304 -1.2359 -0.50 0.57 0.97
O 7.3361 6.7824 -1.8693 -0.26 -0.01 0.49
C 7.2700 6.2823 -3.2081 0.31 -0.01 -0.49
C 6.1885 5.2292 -3.1864 -0.21 -0.56 -0.43
C 5.2356 5.7598 -2.1394 0.09 -0.45 -0.17
H 7.0288 7.1124 -3.8793 0.02 -0.02 0.06
H 8.2388 5.8669 -3.4936 -0.02 0.23 0.18
H 5.7237 5.0690 -4.1613 0.11 0.03 0.07
H 6.6071 4.2742 -2.8513 -0.06 0.10 -0.07
H 4.5003 6.4454 -2.5680 -0.04 -0.02 0.15
H 4.7416 4.9512 -1.6000 -0.14 0.32 0.01
O -6.2956 -5.8431 -3.5432 1.05 0.28 0.42
C -5.1979 -6.1495 -3.1482 -1.29 0.03 -0.71
O -4.2124 -5.2531 -2.8595 -0.45 -0.25 -0.01
C -3.0136 -5.9601 -2.5252 0.61 0.10 0.21
C -3.4685 -7.3341 -2.0958 0.29 -0.56 0.36
C -4.6994 -7.5531 -2.9470 0.22 -0.22 0.44
H -2.3695 -5.9928 -3.4098 -0.04 0.00 0.02
H -2.4882 -5.4351 -1.7244 -0.15 0.15 -0.19
H -2.7029 -8.1013 -2.2264 -0.02 0.15 0.02
H -3.7522 -7.3170 -1.0381 0.08 0.01 -0.12
H -4.4505 -7.9859 -3.9191 -0.17 0.00 0.02
H -5.4413 -8.1634 -2.4312 -0.09 0.07 -0.38